The following is a DFT calculation (ωB97M-V/def2-TZVPD) of 2 unconnected molecules or ions with the total composition C6H12O in a non-equilibrium geometry.

Positions of all 19 atoms, in Å:
O: -0.4156 2.2337 -0.8394
C: 0.6006 0.4336 2.0625
C: -1.5934 -0.5031 1.3752
C: 0.9566 -0.4874 -1.2547
C: -0.2834 -0.3746 1.0999
C: 0.4523 -0.7956 -2.4627
C: 0.4630 -1.2066 0.0553
H: 1.8368 0.1130 -1.0587
H: -0.1165 -1.6988 -2.3334
H: -0.5851 1.2784 -0.7232
H: -1.2239 2.6776 -0.5714
H: 0.3142 0.2954 3.0984
H: -0.3377 -1.8789 -0.4557
H: 1.4282 -1.5693 0.5507
H: -2.1757 -1.1289 0.6777
H: -2.1161 0.1660 2.0466
H: 1.6200 0.0810 1.9419
H: 0.7042 1.4876 1.8467
H: 0.4322 -0.3148 -3.4502

## Properties
Charge = 0
Gap between HOMO and LUMO = 0.380 Ha
Structure (SMILES) = C=CCC(=C)C.O
Energy above the lowest of the compared OMol25 structures with the same formula, charge and spin = 61.1 kcal per mole
Largest force on an atom = 2.34 eV Å⁻¹

Atomic partial charges in e from the natural (NBO) method, atoms 1 to 8: -0.95, -0.66, -0.41, -0.17, 0.03, -0.41, -0.48, 0.20



The following is a DFT calculation (ωB97M-V/def2-TZVPD) of 11 unconnected molecules or ions with the total composition C44H110N16O11 in a non-equilibrium geometry.

Positions of all 181 atoms, in Å:
O: 4.0095 -3.3300 -4.0335
O: -5.9217 -6.4400 1.0443
O: 2.0146 -0.4798 4.3963
O: -0.0959 0.6144 1.7485
O: -3.5493 3.9578 2.6871
O: 0.8208 -4.4926 -1.3134
O: 0.3471 7.3118 -3.9601
O: 5.1871 -2.4609 0.6237
O: 5.4098 3.7723 -3.1529
O: -5.4520 0.0271 3.2750
O: 4.1232 -4.6346 3.1521
N: 7.4540 1.1278 -1.5375
N: 4.1044 -1.1731 -4.6724
N: 2.5836 1.7495 4.4376
N: 3.9772 -2.8541 -6.2400
N: -2.3657 2.7159 1.2349
N: -1.4852 3.1854 3.2646
N: 2.2909 -3.6248 4.0890
N: 3.9302 -2.3829 3.1525
N: 0.3506 0.8120 0.4218
N: -4.9604 3.2266 5.0425
N: 1.1508 0.8819 5.9674
N: 5.1905 -2.6310 -1.6710
N: 3.5525 -3.5563 -0.5031
N: -1.5145 -3.6615 -2.8717
N: -0.2836 6.6697 -2.8393
N: -4.7430 -5.6772 1.1698
C: -0.1740 -3.7527 -4.9380
C: -0.3560 -4.2980 -3.5049
C: -0.4216 4.2864 -3.7182
C: -4.1638 -0.1698 2.7448
C: 6.2744 3.1288 -2.2569
C: 2.0254 1.6394 -1.1258
C: 0.6333 -5.8797 -1.1197
C: -5.5588 -4.2362 -0.6951
C: 2.7810 0.6834 1.0246
C: -2.1152 6.0309 -4.2215
C: -3.8871 -6.0782 2.2727
C: -4.9993 -4.2796 0.7736
C: -1.7089 -0.1731 -0.5717
C: -2.5186 3.3205 2.4164
C: 0.9065 -4.0692 -2.6569
C: -5.6349 1.3315 3.8420
C: -2.6421 -3.8630 1.8981
C: 0.5737 6.6762 -1.6449
C: -4.3969 -5.7184 3.6738
C: 5.3604 5.1392 -2.9542
C: 1.6040 2.9162 0.9579
C: -3.7043 -7.6060 2.2331
C: -1.9676 5.2341 -1.8987
C: 4.6793 -2.8482 -0.4361
C: -2.5636 -5.3609 2.0436
C: -0.1622 -0.2300 -0.4808
C: -1.0910 5.0786 -0.6478
C: 3.4936 -3.6142 3.4516
C: -1.1332 5.4995 -3.1973
C: 4.0265 -2.4979 -4.9470
C: -3.6258 -3.5753 0.7136
C: 1.9088 0.3149 -1.9224
C: 1.6369 1.5216 0.3575
C: -0.2697 6.3215 -0.3998
C: 1.7989 5.7306 -1.7052
C: -5.9260 -3.5829 1.7487
C: 0.2143 -1.6725 0.0417
C: 0.4381 -0.0844 -1.9217
C: 1.0971 8.1058 -1.3792
C: 1.8828 0.6568 4.8624
C: -4.7983 1.7725 5.1102
C: 6.5301 1.6540 -2.5708
C: 5.2600 0.8161 -2.4931
C: -5.4087 1.1320 6.3752
H: 0.0618 -2.6871 -4.9419
H: 4.5203 1.2593 -3.1695
H: 0.0905 -1.7825 1.1213
H: 3.1542 -3.8422 0.3780
H: -1.9840 -1.0002 -1.2296
H: -0.4024 -2.4578 -0.3906
H: 0.7713 3.4947 0.5497
H: 6.3613 5.5365 -3.1755
H: -5.4830 -5.5924 3.6481
H: 3.6856 1.2957 0.9874
H: -6.5489 -4.6870 -0.7331
H: -6.6650 1.2814 4.2010
H: 1.0141 1.8398 6.2341
H: -1.1498 -3.9146 -5.3985
H: 7.0613 1.4681 -3.5044
H: -6.4362 -6.2176 1.8382
H: 4.7213 -3.0426 -2.4768
H: 6.0289 -2.0942 -1.7883
H: -4.5834 -8.1047 2.6420
H: 1.8555 -2.7447 4.3087
H: 0.5463 -4.2777 -5.5644
H: -2.7986 6.7674 -3.7984
H: 1.3199 2.3229 -1.6093
H: 2.2828 5.7449 -2.6843
H: -6.9092 -4.0515 1.7582
H: -3.8029 1.3532 4.9272
H: -3.1293 2.7914 0.5880
H: -4.7816 1.4826 7.1976
H: 4.8326 0.8664 -1.4918
H: 2.1200 0.4800 -2.9807
H: 2.5394 0.4745 2.0673
H: -0.7053 2.5926 3.0228
H: 3.0302 -0.2611 0.5413
H: 0.5475 -1.1147 -2.2691
H: -3.0659 -3.4492 2.8209
H: -5.9888 -2.5121 1.5336
H: -0.0701 -6.1307 -0.3250
H: -3.9670 -4.8026 4.0771
H: 6.0529 3.2824 -1.1965
H: 0.4803 -0.1046 2.0551
H: -2.9144 -7.9446 2.9092
H: -4.2580 -6.4949 4.4277
H: 4.0475 -2.2130 -7.0075
H: -0.5223 4.1658 -0.8742
H: -5.5778 -3.2321 -1.1147
H: -4.0674 0.3383 1.7761
H: 0.3328 -6.4140 -2.0212
H: 3.8397 -0.9581 -3.7260
H: -4.8695 -4.8639 -1.2604
H: 0.1616 3.7604 -2.9610
H: -5.4925 -3.4958 2.7474
H: -4.3237 3.7096 5.6685
H: 1.7151 8.1717 -0.4877
H: 3.0356 2.0377 -1.2215
H: -1.0450 7.0701 -0.2074
H: -2.1458 -5.7219 1.0973
H: 5.0695 5.5292 -1.9711
H: -3.1020 -3.9947 -0.1517
H: 1.5896 4.7065 -1.3983
H: 7.2867 3.5287 -2.4089
H: 0.2890 6.2158 0.5310
H: 2.3022 2.6037 4.8800
H: -2.2531 -0.4125 0.3453
H: 6.9966 1.1175 -0.6307
H: -3.3630 0.2052 3.3854
H: 2.6139 -0.3754 -1.4573
H: -6.4211 1.4900 6.5545
H: 0.2154 8.7407 -1.2828
H: 4.6953 5.6976 -3.6153
H: 1.6680 8.3509 -2.2755
H: 1.6958 -4.6887 -3.1057
H: 1.5993 -6.2753 -0.7907
H: -1.9036 -5.6553 2.8633
H: -5.3794 0.0502 6.2530
H: -2.5374 4.3136 -2.0361
H: -1.5295 2.1839 1.0575
H: 4.6631 -0.5326 -5.2064
H: -3.4426 -7.9864 1.2466
H: -1.6526 4.7339 0.2241
H: -3.7668 -2.5137 0.5043
H: -1.6963 -3.3275 1.8212
H: -2.0977 0.7983 -0.8775
H: -1.3508 3.7501 4.0818
H: 1.3834 2.8751 2.0276
H: -2.6301 6.0696 -1.6656
H: 0.2674 4.5745 -4.5169
H: -0.0447 8.1809 -3.8272
H: -0.5507 -5.3691 -3.5728
H: -0.1361 0.5677 -2.5762
H: 4.8719 -2.2595 2.8295
H: 3.2441 1.7114 3.6850
H: 1.8267 -4.4943 4.2700
H: -2.8240 5.2531 -4.5247
H: -1.6160 6.3621 -5.1305
H: -1.0934 3.5767 -4.2040
H: -4.5790 3.3878 4.1086
H: 7.6551 0.1462 -1.6872
H: 0.5668 0.1552 6.3395
H: 3.8523 -3.8402 -6.3955
H: 3.2890 -1.6130 3.2779
H: -5.6595 2.0809 3.0472
H: 5.5068 -0.1932 -2.8058
H: 3.0651 -3.6561 -1.3730
H: 1.2710 -1.8598 -0.1575
H: -1.5870 -3.9785 -1.9101
H: -1.2353 -2.6846 -2.7998
H: 2.5318 3.4596 0.7869
H: 1.2871 -3.0518 -2.7600
H: 2.5922 6.1348 -1.0710
H: -3.9888 -1.2197 2.5058

## Properties
Charge = 0
Gap between HOMO and LUMO = 0.299 Ha
Structure (SMILES) = CC1(C)CCCC(C)(C)N1O.CC1(C)CCCC(C)(C)N1O.CC1(C)CCCC(C)(C)N1O.COC[C@H](C)N.COC[C@H](C)N.COC[C@H](C)N.NC(N)=O.NC(N)=O.NC(N)=O.NC(N)=O.NC(N)=O
Energy above the lowest of the compared OMol25 structures with the same formula, charge and spin = 28.2 kcal per mole
Largest force on an atom = 2.52 eV Å⁻¹

Atomic partial charges in e from the Löwdin method, atoms 1 to 8: -0.01, -0.01, 0.00, -0.03, -0.01, -0.22, -0.02, -0.01



The following is a DFT calculation (ωB97M-V/def2-TZVPD) of 11 unconnected molecules or ions with the total composition H22O11 in a non-equilibrium geometry.

Positions of all 33 atoms, in Å:
O: 0.0272 0.2695 3.3672
O: 0.2052 -1.5705 -1.8338
O: 1.5832 1.7395 1.8832
O: 3.5352 -0.2255 1.3252
O: 0.3252 3.4515 -1.8578
O: -2.3098 1.9745 1.0132
O: -0.2928 -0.4105 0.5582
O: -3.1008 -0.4105 -1.4118
O: -2.4198 -3.1975 -1.5598
O: 1.4532 1.1405 -1.3638
O: 0.3522 -3.1805 1.4032
H: 0.6052 2.4895 -1.6698
H: -3.1508 -3.2995 -2.1578
H: -0.4668 0.2025 4.1682
H: 0.1042 -2.2205 -2.5258
H: 0.3582 0.2955 0.2822
H: -3.6798 0.2715 -1.2318
H: -2.7498 -0.1455 -2.2798
H: 2.3292 1.5885 -1.3768
H: 2.0412 2.3615 2.4802
H: -1.9638 1.1395 0.6702
H: 4.1772 -0.2325 0.6242
H: 3.1672 0.6925 1.1462
H: 1.0902 1.1885 2.4442
H: -0.1818 -2.3925 1.2482
H: 0.9022 -1.9145 -1.2548
H: 1.3102 -2.8785 1.2512
H: -2.6168 -2.2545 -1.6208
H: -0.4368 -0.1715 2.6892
H: -0.6118 -0.7395 -0.2708
H: 1.7452 0.2855 -1.6748
H: -2.1898 2.4855 0.2052
H: 0.8582 3.6665 -2.6688

## Properties
Charge = 0
Gap between HOMO and LUMO = 0.389 Ha
Structure (SMILES) = O.O.O.O.O.O.O.O.O.O.O
Energy above the lowest of the compared OMol25 structures with the same formula, charge and spin = 51.5 kcal per mole
Largest force on an atom = 3.45 eV Å⁻¹

Atomic partial charges in e from the natural (NBO) method, atoms 1 to 8: -0.96, -0.97, -0.98, -0.95, -0.98, -0.94, -1.02, -0.95



The following is a DFT calculation (ωB97M-V/def2-TZVPD) of a molecular structure, C14H32NO2P2SiTi in a non-equilibrium geometry.

Positions of all 53 atoms, in Å:
Ti: 0.0483 -0.2535 0.2003
P: 2.5385 -0.3335 -0.0307
P: -2.2735 0.5998 0.0772
Si: -0.2511 -0.5558 2.9695
O: -2.3019 -3.8616 -4.5082
O: -0.0628 -1.9605 -0.3289
N: 0.3129 1.0096 -1.5995
C: -0.8002 1.3923 -2.2652
C: -0.6868 2.0140 -3.5081
C: 2.7299 1.1043 -1.1679
C: 1.6836 2.1486 -3.2082
C: 0.2367 -2.0612 3.9902
C: 1.5361 1.4014 -2.0412
C: -3.4484 -0.7566 -0.2244
C: 3.1292 -1.6774 -1.1384
C: -2.1733 1.2594 -1.6524
C: -3.2424 1.8625 0.9236
C: 3.9733 -0.1025 1.0678
C: 1.2011 0.6284 3.0689
C: 0.5609 2.4144 -3.9809
C: -1.8103 0.1441 3.7314
H: 4.8994 -0.2403 0.4937
H: 1.2557 -2.3741 3.7313
H: 3.6010 0.9125 -1.8064
H: -1.4124 -4.2505 -4.3197
H: -0.4558 -2.8771 3.7489
H: -2.7106 -0.3618 3.3706
H: 4.1271 -1.4084 -1.5209
H: 2.1576 0.1273 2.8608
H: 3.1911 -2.6151 -0.5658
H: -2.1092 -2.9125 -4.5984
H: 3.9656 0.9056 1.4988
H: 0.1862 -1.8274 5.0630
H: 3.9457 -0.8440 1.8776
H: -1.7438 -0.0338 4.8135
H: -3.6525 -1.2342 0.7405
H: -4.3753 -0.3709 -0.6642
H: -2.8083 0.6285 -2.2861
H: 1.1126 1.5022 2.4104
H: 2.6839 2.4597 -3.5007
H: 2.9529 1.9757 -0.5237
H: -0.4413 -1.3376 1.6868
H: -2.6750 2.2439 -1.5783
H: -1.9341 1.2204 3.5737
H: -3.0117 -1.4845 -0.9157
H: 1.2255 0.9771 4.1147
H: 2.4345 -1.8207 -1.9799
H: -2.8295 2.8622 0.7457
H: 0.6513 2.9431 -4.9319
H: -4.2800 1.8572 0.5771
H: -3.2456 1.6935 2.0010
H: -0.0189 -2.9277 -0.4075
H: -1.5859 2.1955 -4.0838

## Properties
Multiplicity = 2
Charge = +2
Gap between HOMO and LUMO (spin up / spin down) = 0.319 / 0.327 Ha
<S²> = 0.75
Energy above the lowest of the compared OMol25 structures with the same formula, charge and spin = 0.0 kcal per mole
Largest force on an atom = 2.99 eV Å⁻¹

Atomic partial charges in e from the natural (NBO) method, atoms 1 to 8: 1.29, 0.86, 0.84, 1.34, -0.92, -0.97, -0.59, 0.25



The following is a DFT calculation (ωB97M-V/def2-TZVPD) of C7H12O2 in the gas phase in a non-equilibrium geometry.

Positions of all 21 atoms, in Å:
O: -1.4729 0.6052 1.8188
O: 1.8631 0.2519 -0.8152
C: 0.0216 2.1499 0.7871
C: 1.3519 -1.0558 1.1681
C: -0.7753 1.0532 0.9294
C: -1.3241 -1.3934 -0.1796
C: -0.4480 -0.1708 -0.4314
C: 0.9119 -0.2799 -0.0269
C: -0.6977 0.4219 -1.8115
H: 1.5450 -2.0949 0.8796
H: 2.2659 -0.6374 1.5942
H: -1.0000 -2.2368 -0.7929
H: 0.5574 2.3410 -0.1277
H: -0.0910 2.9804 1.4696
H: -1.3138 -1.6999 0.8633
H: -0.0545 1.2716 -2.0229
H: 2.7146 0.2575 -0.3584
H: -1.7315 0.7635 -1.8690
H: 0.5771 -1.0528 1.9328
H: -0.5416 -0.3266 -2.5917
H: -2.3580 -1.1476 -0.4158

## Properties
Charge = 0
Gap between HOMO and LUMO = 0.285 Ha
Energy above the lowest of the compared OMol25 structures with the same formula, charge and spin = 50.8 kcal per mole
Largest force on an atom = 1.02 eV Å⁻¹

Atomic partial charges in e from the natural (NBO) method, atoms 1 to 8: -0.64, -0.64, -0.68, -0.72, 0.52, -0.61, -0.21, 0.60



The following is a DFT calculation (ωB97M-V/def2-TZVPD) of a molecular structure, C2H3F3NO5S2 in a non-equilibrium geometry.

Positions of all 16 atoms, in Å:
S: 1.2528 -0.4122 1.2266
S: 3.3853 0.3783 -0.6597
F: 4.9536 -0.3930 1.2497
F: 5.9447 -0.1642 -0.6577
F: 5.3945 1.5855 0.4991
O: 3.1870 1.5100 -1.4647
O: 1.6281 -1.8449 0.9098
O: 2.2384 -3.5234 -0.6076
O: 2.4960 0.5276 0.7011
O: 3.0608 -0.9303 -1.1455
N: 1.5840 -2.6321 -0.6345
C: 5.0678 0.3620 0.1703
C: 0.0402 -0.0476 -0.0570
H: 0.4138 -0.3437 -1.0326
H: -0.8707 -0.5915 0.1747
H: -0.1799 1.0172 -0.0493

## Properties
Charge = +1
Gap between HOMO and LUMO = 0.356 Ha
Energy above the lowest of the compared OMol25 structures with the same formula, charge and spin = 0.0 kcal per mole
Largest force on an atom = 2.99 eV Å⁻¹

Atomic partial charges in e from the natural (NBO) method, atoms 1 to 8: 1.62, 2.27, -0.29, -0.27, -0.27, -0.81, -0.79, 0.01